[1]
Molecular formula: C12H10ClN3Tc
Method: DFT, ωB97M-V/def2-TZVPD

The HOMO energy (alpha / beta) is -8.0978 / -6.1411 eV. The spin multiplicity is 4. As for the largest force on an atom: 0.070 hartree/bohr. For the energy above the lowest of the compared OMol25 structures with the same formula, charge and spin, the calculation gives 261.33 kJ/mol. As for the total energy: -1168.27194 hartree.

Last column: Löwdin charge in e.
Atoms and positions in Å:
1 C 0.877 -1.845 0.792  -0.248
2 C 0.943 -1.814 -0.650  -0.221
3 C -0.416 -1.962 -1.139  -0.182
4 H 1.842 -1.666 -1.243  0.115
5 C -1.295 -2.036 -0.001  -0.170
6 C -0.493 -1.954 1.181  -0.186
7 H -0.842 -2.052 2.206  0.127
8 H 1.711 -1.818 1.495  0.109
9 H -0.729 -1.967 -2.178  0.119
10 H -2.369 -2.150 -0.008  0.120
11 Tc -0.187 -0.146 0.036  1.325
12 Cl 1.447 0.901 1.215  0.041
13 C 0.105 2.876 -4.577  -0.147
14 C -1.130 2.233 -4.921  -0.160
15 C -0.818 0.993 -5.570  -0.143
16 H -2.125 2.625 -4.741  0.079
17 C 0.609 0.870 -5.629  -0.168
18 C 1.180 2.034 -5.015  -0.140
19 H 2.239 2.248 -4.919  0.087
20 H 0.208 3.839 -4.090  0.084
21 H -1.535 0.282 -5.967  0.086
22 H 1.161 0.051 -6.079  0.077
23 N -1.437 0.495 1.382  -0.085
24 C -1.572 0.464 2.565  -0.344
25 N -1.931 0.509 3.769  0.095
26 C -1.298 -0.139 4.740  -0.366
27 N -0.729 -0.723 5.586  0.097

=====

[2]
Molecular formula: C18H31BBrNO3PSSi
Method: DFT, ωB97M-V/def2-TZVPD

The HOMO energy is -4.2521 eV. As for the largest force on an atom: 0.029 hartree/bohr. Its total charge is -1. As for the total energy: -4613.04570 hartree.

Last column: Löwdin charge in e.
Atoms and positions in Å:
1 C 6.021 -2.201 1.874  -0.065
2 C 4.799 -1.693 1.162  -0.293
3 C 3.557 -1.772 1.788  -0.027
4 C 2.411 -1.276 1.166  -0.050
5 C 2.466 -0.699 -0.095  -0.203
6 C 1.290 -0.102 -0.827  -0.184
7 C -0.092 -0.453 -0.312  -0.698
8 Br -1.287 0.699 -1.637  0.639
9 O -0.506 -1.712 -0.454  -0.068
10 B -0.991 -2.210 0.887  -1.091
11 S 0.128 -3.814 1.230  0.659
12 Si -2.986 -2.742 0.992  0.583
13 C -3.165 -4.424 1.851  -0.236
14 C -3.861 -1.526 2.173  -0.194
15 C -3.859 -2.736 -0.688  -0.201
16 O -0.753 -1.150 1.879  -0.134
17 C -0.554 0.014 1.089  -0.484
18 P 0.381 1.388 1.921  0.916
19 C -0.673 2.818 1.462  -0.266
20 O -0.063 1.136 3.496  -0.322
21 C 3.709 -0.648 -0.727  -0.041
22 C 4.861 -1.138 -0.110  -0.058
23 H 6.253 -1.508 2.683  0.076
24 H 6.893 -2.229 1.228  0.066
25 H 5.834 -3.162 2.342  0.072
26 H 3.457 -2.213 2.769  0.112
27 H 1.474 -1.366 1.689  0.069
28 H 1.330 -0.371 -1.877  0.107
29 H 1.381 0.983 -0.788  0.095
30 H 0.106 -4.309 -0.010  -0.178
31 H -2.835 -5.249 1.229  0.013
32 H -2.589 -4.429 2.771  0.013
33 H -4.209 -4.558 2.147  0.014
34 H -4.941 -1.667 2.157  0.016
35 H -3.509 -1.786 3.170  0.023
36 H -3.581 -0.494 1.989  0.013
37 H -4.007 -1.705 -1.008  0.014
38 H -4.850 -3.187 -0.644  0.012
39 H -3.256 -3.208 -1.459  0.020
40 H -1.563 0.404 0.922  0.061
41 H -0.116 3.505 0.837  0.010
42 H -1.529 2.477 0.880  0.008
43 H -1.066 3.321 2.341  0.035
44 H -0.284 0.201 3.622  0.042
45 H 3.809 -0.225 -1.717  0.106
46 H 5.817 -1.073 -0.607  0.097
47 C -1.743 3.701 -3.426  -0.149
48 C -1.219 4.925 -4.167  -0.265
49 C 0.264 5.196 -3.887  -0.193
50 C 0.500 5.456 -2.467  -0.241
51 N 0.667 5.663 -1.356  0.150
52 H -1.678 3.827 -2.345  0.055
53 H -2.790 3.523 -3.673  0.074
54 H -1.178 2.808 -3.693  0.031
55 H -1.805 5.804 -3.889  0.108
56 H -1.349 4.782 -5.242  0.103
57 H 0.608 6.064 -4.451  0.112
58 H 0.869 4.339 -4.187  0.120

=====

[3]
Molecular formula: H3O2PS
Method: DFT, ωB97M-V/def2-TZVPD

The HOMO energy is -9.6956 eV. As for the largest force on an atom: 0.077 hartree/bohr. For the energy above the lowest of the compared OMol25 structures with the same formula, charge and spin, the calculation gives 131.53 kJ/mol. As for the total energy: -891.83311 hartree.

Last column: Löwdin charge in e.
Atoms and positions in Å:
1 O -0.499 -1.381 -0.408  -0.352
2 P -0.002 -0.375 0.790  0.554
3 O -0.911 1.149 0.045  -0.394
4 S 1.928 0.172 0.204  0.387
5 H -1.404 -1.136 -0.250  0.003
6 H -0.992 1.826 0.694  -0.028
7 H 1.879 -0.256 -1.075  -0.170

=====

[4]
Molecular formula: C19H31BIN9O4
Method: DFT, ωB97M-V/def2-TZVPD

The HOMO energy is -9.6799 eV. As for the largest force on an atom: 0.025 hartree/bohr. As for the total energy: -1858.89870 hartree.

Last column: Löwdin charge in e.
Atoms and positions in Å:
1 C -4.556 -0.563 1.176  -0.033
2 N -5.000 0.190 -0.042  -0.063
3 C -6.151 -0.461 -0.664  -0.074
4 B -3.863 0.343 -0.908  -0.698
5 O -2.964 1.339 -0.667  0.207
6 O -3.484 -0.617 -1.905  0.086
7 C -3.921 -0.430 -3.151  -0.700
8 O -4.637 0.483 -3.512  0.138
9 O -3.390 -1.291 -4.051  -0.546
10 I -2.698 -3.053 -3.361  1.036
11 H -3.475 -0.679 1.208  0.087
12 H -4.995 -1.554 1.160  0.053
13 H -4.887 -0.027 2.058  0.090
14 H -6.879 -0.701 0.106  0.091
15 H -6.636 0.204 -1.368  0.090
16 H -5.907 -1.400 -1.172  0.088
17 H -2.398 1.468 -1.433  0.117
18 C -0.146 1.973 0.720  -0.057
19 C 0.775 1.648 1.801  -0.258
20 N 1.492 1.372 2.654  0.149
21 H -0.103 3.039 0.504  0.091
22 H 0.132 1.414 -0.172  0.086
23 H -1.162 1.709 1.003  0.071
24 C 4.562 0.512 1.087  -0.078
25 C 4.700 -0.037 -0.258  -0.263
26 N 4.834 -0.459 -1.317  0.132
27 H 5.519 0.906 1.417  0.057
28 H 3.825 1.312 1.087  0.062
29 H 4.246 -0.261 1.780  0.032
30 C 2.329 -1.823 4.909  -0.063
31 C 3.533 -1.172 4.409  -0.268
32 N 4.481 -0.658 4.020  0.137
33 H 1.779 -1.134 5.545  0.085
34 H 1.699 -2.120 4.073  0.083
35 H 2.601 -2.705 5.484  0.083
36 C 3.094 -0.563 -4.394  -0.084
37 C 2.379 -1.830 -4.498  -0.288
38 N 1.808 -2.821 -4.584  0.118
39 H 4.137 -0.749 -4.150  0.068
40 H 3.032 -0.037 -5.344  0.081
41 H 2.657 0.050 -3.610  0.070
42 C 8.064 1.831 2.673  -0.079
43 C 9.038 1.888 1.589  -0.286
44 N 9.803 1.933 0.737  0.127
45 H 7.804 0.795 2.885  0.081
46 H 8.482 2.283 3.569  0.082
47 H 7.165 2.374 2.390  0.070
48 C 2.132 4.347 4.428  -0.087
49 C 1.967 5.150 5.634  -0.288
50 N 1.838 5.781 6.583  0.123
51 H 2.251 4.999 3.565  0.080
52 H 3.011 3.714 4.521  0.078
53 H 1.260 3.714 4.282  0.059
54 C -3.503 -0.150 -7.335  -0.067
55 C -2.461 0.444 -8.164  -0.286
56 N -1.640 0.915 -8.810  0.120
57 H -4.121 -0.814 -7.936  0.084
58 H -3.051 -0.719 -6.526  0.060
59 H -4.128 0.632 -6.910  0.084
60 C -4.962 -5.297 0.821  -0.064
61 C -5.207 -4.400 1.944  -0.284
62 N -5.405 -3.682 2.815  0.136
63 H -4.953 -4.717 -0.101  0.073
64 H -4.000 -5.791 0.942  0.083
65 H -5.746 -6.048 0.766  0.084

=====

[5]
Molecular formula: C2H12NO2
Method: DFT, ωB97M-V/def2-TZVPD

The HOMO energy (alpha / beta) is -2.7703 / -11.5997 eV. The spin multiplicity is 2. As for the largest force on an atom: 0.106 hartree/bohr. For the energy above the lowest of the compared OMol25 structures with the same formula, charge and spin, the calculation gives 131.82 kJ/mol. As for the total energy: -288.45211 hartree.

Last column: Löwdin charge in e.
Atoms and positions in Å:
1 C 0.133 -0.449 -0.887  -0.112
2 N 0.020 -0.272 0.624  -0.096
3 C -0.829 0.949 0.858  -0.186
4 H 1.170 -0.188 -1.290  0.079
5 H -0.617 0.314 -1.303  0.098
6 H -0.028 -1.577 -1.014  0.070
7 H -0.517 -1.058 1.068  0.046
8 H 0.779 -0.257 1.199  0.021
9 H -1.863 0.988 0.387  0.095
10 H -1.136 1.018 1.918  0.056
11 H -0.300 1.906 0.528  0.103
12 H 4.138 1.496 -1.101  0.054
13 H 3.187 2.321 -2.048  0.082
14 O 3.378 1.350 -1.741  -0.157
15 H -2.379 -2.487 1.637  -0.016
16 H -2.814 -2.234 0.191  0.053
17 O -2.323 -1.823 0.974  -0.190

=====

[6]
Molecular formula: C29H37F12N5O7P2Sn
Method: DFT, ωB97M-V/def2-TZVPD

The HOMO energy is -1.2064 eV. As for the largest force on an atom: 0.014 hartree/bohr. Its total charge is -2. For the energy above the lowest of the compared OMol25 structures with the same formula, charge and spin, the calculation gives 146.26 kJ/mol. As for the total energy: -4023.48667 hartree.

Last column: Löwdin charge in e.
Atoms and positions in Å:
1 Sn -0.700 1.258 1.739  1.524
2 C -2.567 -5.759 -0.012  -0.082
3 C -2.400 -4.262 0.135  -0.299
4 C -2.877 -3.369 -0.821  -0.075
5 C -2.755 -2.009 -0.638  -0.031
6 C -2.181 -1.426 0.526  -0.236
7 N -2.179 -0.065 0.659  -0.055
8 C -3.162 0.695 0.020  -0.248
9 C -4.514 0.356 0.238  -0.016
10 C -5.562 1.092 -0.266  -0.058
11 C -5.319 2.235 -1.024  -0.286
12 C -6.441 3.081 -1.581  -0.074
13 C -3.998 2.578 -1.255  -0.004
14 C -2.908 1.843 -0.770  -0.056
15 C -1.475 2.249 -1.238  -0.413
16 O -0.430 1.625 -0.686  -0.266
17 C -1.263 3.805 -1.005  -0.511
18 F 0.029 4.147 -1.216  0.119
19 F -1.986 4.667 -1.787  0.090
20 F -1.558 4.119 0.269  0.132
21 C -1.405 1.968 -2.789  -0.492
22 F -1.753 0.687 -3.043  0.124
23 F -0.148 2.134 -3.261  0.115
24 F -2.198 2.742 -3.589  0.105
25 C -1.597 -2.342 1.449  -0.068
26 C -1.746 -3.714 1.230  -0.009
27 C -0.863 -1.851 2.714  -0.366
28 O -0.129 -0.712 2.589  -0.315
29 C -1.940 -1.684 3.843  -0.521
30 F -2.582 -2.853 4.148  0.109
31 F -1.403 -1.236 4.997  0.139
32 F -2.886 -0.814 3.472  0.151
33 C 0.198 -2.910 3.223  -0.508
34 F 1.017 -2.363 4.146  0.125
35 F 0.988 -3.310 2.199  0.124
36 F -0.275 -4.049 3.808  0.097
37 H -3.516 -5.999 -0.501  0.061
38 H -1.765 -6.207 -0.612  0.064
39 H -2.557 -6.245 0.966  0.064
40 H -3.350 -3.749 -1.725  0.098
41 H -3.099 -1.333 -1.412  0.108
42 H -4.708 -0.513 0.856  0.119
43 H -6.586 0.793 -0.052  0.097
44 H -7.408 2.595 -1.433  0.060
45 H -6.477 4.060 -1.093  0.071
46 H -6.308 3.254 -2.653  0.067
47 H -3.820 3.457 -1.859  0.109
48 H -1.350 -4.411 1.956  0.105
49 C 3.296 -0.647 2.137  -0.091
50 N 4.007 0.521 1.548  -0.274
51 C 4.628 1.296 2.643  -0.125
52 P 3.006 1.520 0.634  0.473
53 O 1.989 2.269 1.383  -0.318
54 O 2.496 0.579 -0.555  -0.247
55 P 1.813 -0.795 -1.031  0.490
56 O 0.758 -1.424 -0.249  -0.200
57 N 3.136 -1.826 -1.100  -0.290
58 C 4.456 -1.456 -1.547  -0.123
59 C 2.985 -3.216 -0.698  -0.110
60 N 1.362 -0.356 -2.558  -0.277
61 C 0.426 -1.250 -3.224  -0.098
62 C 2.210 0.411 -3.440  -0.115
63 N 4.059 2.571 -0.114  -0.298
64 C 5.222 2.102 -0.841  -0.130
65 C 3.503 3.834 -0.602  -0.094
66 H 4.035 -1.293 2.615  0.085
67 H 2.778 -1.223 1.378  0.045
68 H 2.547 -0.352 2.878  0.086
69 H 5.439 0.704 3.074  0.075
70 H 3.904 1.533 3.428  0.088
71 H 5.037 2.229 2.258  0.069
72 H 4.497 -0.394 -1.773  0.044
73 H 4.744 -2.011 -2.451  0.078
74 H 5.201 -1.667 -0.769  0.082
75 H 1.990 -3.372 -0.286  0.067
76 H 3.719 -3.475 0.077  0.079
77 H 3.133 -3.894 -1.548  0.075
78 H -0.197 -1.745 -2.478  0.077
79 H 0.944 -2.014 -3.825  0.077
80 H -0.224 -0.672 -3.884  0.071
81 H 2.811 1.115 -2.864  0.064
82 H 1.584 0.989 -4.124  0.074
83 H 2.880 -0.226 -4.037  0.077
84 H 5.550 1.147 -0.436  0.063
85 H 6.040 2.823 -0.729  0.077
86 H 5.025 1.992 -1.917  0.073
87 H 2.566 4.041 -0.091  0.072
88 H 3.305 3.795 -1.680  0.083
89 H 4.207 4.648 -0.406  0.076
90 O -1.031 2.967 4.370  -0.143
91 C -2.222 2.735 4.083  -0.641
92 O -2.716 2.156 3.063  -0.227
93 H -2.985 3.076 4.829  0.094